Density functional theory data (the ωB97M-V functional and the def2-TZVPD basis) for a molecular structure, C64H62F2Ge2N3O8Si2Tl at a distorted geometry.

Each line ends with the Löwdin charge.
Geometry (Å):
Tl -0.8929 0.2051 0.6767  0.67
Ge -3.4907 -0.6981 0.7707  0.84
Ge -1.3267 0.5109 -1.8183  0.84
Si 2.4831 3.8302 0.2500  0.59
Si 0.1208 -3.4005 1.3501  0.41
F 0.4748 -0.2768 5.9004  0.05
F -1.8579 3.6415 4.9500  0.04
O 1.7180 2.2328 0.0920  -0.08
O 3.7361 0.5357 -0.6015  -0.01
O 1.9944 -0.8651 -0.6827  -0.02
O -0.2380 -1.8875 1.1158  -0.42
O 2.2682 0.7375 1.6433  0.16
O 4.4842 -5.8571 -3.4973  0.04
O 2.5176 -5.0807 -3.1035  0.08
O 3.5303 2.4479 1.1695  -0.05
N 3.7263 -4.9860 -3.0910  -0.34
N -2.3581 2.6447 1.0086  0.10
N 2.5876 1.6060 0.9247  -0.39
C -3.3088 0.9904 -4.4779  -0.07
C -0.2187 -0.8994 -4.2763  -0.17
C -0.1711 -5.1782 3.6425  -0.10
C -5.3260 -2.9810 0.1402  -0.19
C 4.9446 3.4648 -1.2490  -0.07
C -1.2669 2.2237 3.1130  -0.13
C -0.2242 -4.2723 -1.3051  -0.10
C -1.4752 -5.5895 0.2471  -0.10
C -0.4672 -0.9918 -2.7709  -0.35
C -2.2656 5.3873 1.2771  -0.08
C -0.6966 1.6926 5.4316  0.05
C 4.6306 5.8392 -2.6562  -0.11
C 2.4816 6.6046 4.0495  -0.11
C -0.6944 1.0008 2.7077  -0.20
C -1.5402 -3.2159 3.6377  -0.09
C -0.9214 3.0019 -3.6021  -0.17
C 2.5520 -4.9202 0.8612  -0.10
C -0.1044 0.5307 4.9793  -0.27
C 4.2304 -2.9171 1.7737  -0.09
C -1.9826 -6.3479 -0.8029  -0.11
C 5.8805 3.8401 -2.2055  -0.09
C 3.4950 -2.7730 -2.0436  0.07
C -5.2507 1.5520 -3.2151  -0.05
C -3.9202 1.4543 -5.6339  -0.09
C 2.8539 -2.7407 1.7956  -0.08
C -3.8951 -2.6454 0.5531  -0.39
C -2.8451 3.4368 0.0593  -0.13
C -0.7201 -5.0242 -2.3600  -0.09
C 2.5089 4.8857 1.8241  -0.22
C 3.9317 -5.1057 0.8324  -0.11
C 3.1700 -0.5481 -0.9050  -0.58
C -4.0695 -0.0267 -1.0216  -0.26
C 5.4418 -1.4491 -1.5926  -0.01
C 5.7306 5.0289 -2.9060  -0.11
C -0.5888 -4.5377 0.0169  -0.21
C 1.5616 6.7751 3.0256  -0.10
C -3.3097 0.4913 -2.0014  -0.36
C -5.0045 -0.0203 1.9260  -0.39
C 4.3227 -3.7484 -2.5629  -0.14
C -3.9603 1.0066 -3.2444  -0.24
C 4.7738 -4.1015 1.2882  -0.11
C 1.9855 -3.7366 1.3395  -0.20
C -1.6899 -4.7755 5.4640  -0.12
C -1.8289 3.1804 2.1101  -0.21
C -2.8307 4.8182 0.1465  -0.06
C -1.7597 4.5691 2.2703  -0.02
C -0.5689 -3.9996 3.0085  -0.20
C -0.4904 2.2358 -2.3517  -0.37
C 6.2586 -2.4488 -2.1083  -0.07
C -1.6045 -6.0662 -2.1082  -0.11
C -0.0932 0.1710 3.6527  -0.06
C 4.0648 -1.6069 -1.5519  -0.09
C 3.4162 5.5801 3.9677  -0.10
C 3.4256 4.7307 2.8704  -0.08
C 3.8326 4.2675 -0.9837  -0.22
C 3.6902 5.4510 -1.7122  -0.11
C -0.7242 -5.5684 4.8560  -0.11
C -2.0961 -3.5960 4.8534  -0.09
C -6.2296 0.5431 1.2068  -0.21
C -5.2065 1.9714 -5.5874  -0.12
C 1.5810 5.9230 1.9283  -0.12
C -5.8653 2.0227 -4.3656  -0.10
C -1.2604 2.5118 4.4785  -0.22
C 5.7021 -3.6164 -2.5995  -0.02
H -4.5843 0.7483 2.5822  0.03
H 5.8494 -4.2333 1.2505  0.09
H -5.2990 -0.8492 2.5810  0.04
H -1.1364 -0.9918 -4.8600  0.05
H -6.9916 0.9073 1.9067  0.05
H -0.7341 2.4372 -4.5184  0.05
H 4.8798 -2.1179 2.1134  0.10
H -1.0383 -1.8900 -2.5290  0.05
H 0.4469 -1.7029 -4.6091  0.06
H -3.3809 1.4168 -6.5735  0.10
H -2.1185 -5.0729 6.4144  0.09
H 0.5779 1.9994 -2.4009  0.06
H 0.8208 7.5644 3.0857  0.09
H -1.9871 3.2413 -3.5877  0.06
H -5.9532 1.3827 0.5628  0.05
H 4.1324 5.4352 4.7678  0.09
H 2.4244 -2.9047 -1.9845  0.11
H 6.7270 3.1947 -2.4094  0.10
H -2.2032 6.4648 1.3789  0.10
H 2.4660 7.2599 4.9124  0.09
H -2.8424 -2.9675 5.3259  0.10
H -3.2558 2.9299 -0.8095  0.10
H 2.8188 6.0762 -1.5423  0.09
H -1.7895 -5.8105 1.2623  0.09
H -0.5920 2.8877 -1.4811  0.02
H 4.3474 -6.0277 0.4389  0.09
H 0.8505 6.0538 1.1380  0.08
H -6.7035 -0.2048 0.5653  0.05
H 0.4839 -1.0913 -2.2433  0.02
H -0.4139 -4.7980 -3.3749  0.10
H -5.6851 2.3421 -6.4860  0.09
H -6.8626 2.4435 -4.3042  0.09
H -0.3713 3.9457 -3.6839  0.06
H 2.4427 -1.7979 2.1361  0.09
H -5.1399 -0.0799 -1.2448  0.04
H -0.3976 -6.4863 5.3321  0.09
H -6.0519 -2.5933 0.8623  0.05
H 1.9069 -5.7025 0.4719  0.10
H -1.8515 -2.2902 3.1619  0.08
H 0.5947 -5.7982 3.1846  0.10
H -3.1828 -3.0354 -0.1791  0.05
H -3.6458 -3.1426 1.4974  0.04
H -5.5703 -2.5397 -0.8302  0.05
H -5.7683 1.6246 -2.2671  0.10
H -1.2876 4.9895 3.1422  0.10
H -2.3018 0.6058 -4.5333  0.07
H -5.4932 -4.0615 0.0578  0.05
H 1.3001 4.5064 -0.3927  0.03
H -3.2339 5.4218 -0.6560  0.10
H 0.3553 -0.7705 3.3560  0.10
H 6.4614 5.3177 -3.6527  0.09
H -2.6795 -7.1540 -0.6017  0.09
H 0.4523 -3.4494 -1.5061  0.08
H -0.7222 1.9536 6.4795  0.12
H 7.3343 -2.3207 -2.1219  0.10
H 5.0604 2.5264 -0.7212  0.08
H 6.3057 -4.4152 -3.0037  0.11
H 0.2594 0.0459 -4.5512  0.06
H 4.4984 6.7640 -3.2058  0.09
H 5.8576 -0.5309 -1.1972  0.11
H -1.9989 -6.6548 -2.9289  0.09
H 4.1458 3.9247 2.8321  0.10

Summary:
Charge ... -2
Lowest unoccupied orbital energy ... 3.666 eV
HOMO-LUMO gap ... 0.1979 Ha
2S+1 ... 1
Energy relative to the best compared isomer or geometry (same formula, charge and spin) ... 30.66 kcal per mole